The following is a quantum chemistry calculation of a 2-piece molecular cluster, C4H8O2 overall, from OMol25.

Structure (XYZ):
```
14
Properties=species:S:1:pos:R:3:mulliken_charge:R:1
C -0.62 0.50 1.85 -0.428
C 0.44 -0.74 -1.32 0.125
C -0.48 0.20 -1.52 -0.815
O -1.66 0.30 0.92 -0.488
C 1.77 -0.39 -0.79 -0.077
O 2.66 -1.19 -0.59 -0.494
H 0.38 0.39 1.40 0.116
H -0.67 -0.17 2.71 0.279
H -0.71 1.52 2.21 0.227
H 0.28 -1.79 -1.57 0.355
H -0.30 1.24 -1.24 0.224
H -1.44 -0.01 -1.98 0.312
H -1.55 -0.57 0.51 0.321
H 1.91 0.69 -0.59 0.343
```

Calculated values
Largest force on an atom = 0.5 eV/Å
Net charge = 0
Kohn-Sham gap = 10.32 eV
Energy above the lowest of the compared OMol25 structures with the same formula, charge and spin = 2.2587 eV
Structure (SMILES) = C=CC=O.CO
Molar mass = 88.11 u
E_tot = -307.62942 Eh

The following is a quantum chemistry calculation of C36H32Br2FN3OPS4SbSiTa as an isolated structure, from OMol25.

Structure (XYZ):
```
83
Properties=species:S:1:pos:R:3:mulliken_charge:R:1
Ta -0.61 0.39 -1.07 -0.177
S -4.65 3.05 -2.61 -0.593
Sb -4.10 1.05 -1.81 0.222
S -2.20 3.64 0.16 -0.353
S -2.41 1.62 0.11 -0.283
S -1.96 0.46 -3.02 -0.593
Br 1.19 3.76 2.33 -0.127
C 2.03 2.13 1.91 -0.108
C 3.24 1.79 2.54 -0.273
C 3.86 0.60 2.29 0.041
Br 5.48 0.19 3.19 -0.269
C 3.30 -0.34 1.38 0.526
C 3.84 -1.60 1.06 -1.048
C 3.16 -2.40 0.18 -1.955
C 1.97 -1.94 -0.39 -0.954
N 1.45 -0.77 -0.14 1.009
C 2.10 0.03 0.74 -0.207
C 1.44 1.28 0.99 0.445
O 0.33 1.50 0.37 -0.058
H 3.67 2.48 3.25 0.435
H 4.76 -1.92 1.51 0.318
H 3.54 -3.38 -0.10 0.570
H 1.42 -2.57 -1.09 1.452
C 1.17 3.88 -1.44 -0.608
Si 1.04 2.73 -2.91 0.106
C 2.53 3.11 -4.02 -1.267
C -0.46 3.18 -3.95 -1.067
N 1.02 1.02 -2.34 0.591
C 2.03 0.19 -2.76 0.200
C 3.40 0.52 -2.78 -0.395
C 4.36 -0.35 -3.26 -1.005
C 4.03 -1.61 -3.73 -0.601
C 2.70 -2.01 -3.64 -0.587
C 1.77 -1.13 -3.15 0.183
F 0.51 -1.60 -2.92 0.061
H 1.23 4.91 -1.80 0.454
H 2.07 3.68 -0.86 0.213
H 0.31 3.82 -0.78 -0.027
H 2.27 4.04 -4.52 0.403
H 2.72 2.36 -4.79 0.392
H 3.46 3.28 -3.47 0.320
H -0.23 4.13 -4.46 0.375
H -1.36 3.34 -3.35 0.246
H -0.69 2.43 -4.70 0.319
H 3.70 1.48 -2.38 0.599
H 5.40 -0.03 -3.27 0.416
H 4.78 -2.28 -4.11 0.376
H 2.38 -3.01 -3.93 0.449
N -1.24 -1.24 -0.30 1.452
P -2.26 -2.24 0.31 0.503
C -1.55 -3.43 1.50 0.190
C -0.31 -4.00 1.22 -0.244
C 0.25 -4.92 2.08 -0.780
C -0.43 -5.30 3.23 -0.476
C -1.67 -4.75 3.51 -0.751
C -2.23 -3.82 2.65 -0.274
C -3.05 -3.29 -0.93 0.371
C -3.85 -4.38 -0.57 -0.345
C -4.45 -5.16 -1.54 -0.742
C -4.25 -4.86 -2.88 -0.462
C -3.45 -3.79 -3.25 -0.929
C -2.85 -3.00 -2.28 -0.021
C -3.56 -1.42 1.26 0.291
C -3.17 -0.67 2.36 -0.081
C -4.11 0.06 3.08 -0.705
C -5.44 0.06 2.68 -0.538
C -5.83 -0.68 1.57 -0.603
C -4.90 -1.42 0.86 -0.575
H 0.22 -3.71 0.32 0.239
H 1.22 -5.35 1.86 0.430
H 0.00 -6.02 3.91 0.385
H -2.21 -5.04 4.40 0.413
H -3.19 -3.38 2.88 0.384
H -4.00 -4.61 0.48 0.428
H -5.07 -6.00 -1.25 0.395
H -4.72 -5.47 -3.64 0.383
H -3.30 -3.55 -4.29 0.458
H -2.25 -2.14 -2.55 0.103
H -2.13 -0.63 2.65 0.395
H -3.79 0.66 3.92 0.405
H -6.16 0.65 3.22 0.367
H -6.86 -0.67 1.25 0.406
H -5.20 -1.97 -0.02 0.364
```

Calculated values
Largest force on an atom = 0.6 eV/Å
Net charge = -1
Kohn-Sham gap = 5.61 eV
Energy above the lowest of the compared OMol25 structures with the same formula, charge and spin = 2.2360 eV
Molar mass = 1191.51 u
E_tot = -9399.66108 Eh

Number 1: LUMO energy 0.24 eV. Number 2: LUMO energy 1.82 eV.